(1)
{
  "formula": "C50H47N3O2ReS3SbTe",
  "method": "ωB97M-V/def2-TZVPD",
  "elements": ["Re", "N", "C", "N", "C", "N", "Te", "C", "C", "C", "C", "C", "C", "C", "C", "C", "C", "C", "C", "H", "H", "H", "H", "H", "H", "H", "H", "H", "H", "S", "Sb", "C", "C", "C", "C", "C", "C", "C", "C", "C", "C", "C", "C", "C", "C", "C", "C", "C", "C", "H", "H", "H", "H", "H", "H", "H", "H", "H", "H", "H", "H", "H", "H", "H", "O", "S", "C", "C", "C", "C", "C", "C", "C", "C", "C", "C", "C", "C", "C", "C", "H", "H", "H", "H", "H", "H", "H", "H", "H", "H", "H", "H", "H", "H", "O", "S", "C", "C", "C", "C", "H", "H", "H", "H", "H", "H", "H", "H"],
  "coordinates": [[14.4459, 13.5255, 13.9601], [14.1518, 13.5257, 15.9490], [14.1547, 13.8035, 17.0852], [13.9951, 13.9826, 18.3137], [14.8869, 14.1894, 19.2360], [15.3694, 14.3936, 20.2820], [12.7960, 11.3268, 13.7732], [10.7346, 11.6553, 14.3023], [9.8152, 10.7233, 13.8213], [8.4658, 10.9231, 14.0581], [8.0296, 12.1196, 14.6765], [8.9709, 12.9444, 15.2917], [10.3141, 12.7323, 15.0593], [13.1022, 10.0166, 15.4269], [13.7219, 8.7968, 15.1722], [13.9569, 7.8348, 16.1780], [13.6016, 8.1031, 17.4782], [12.9426, 9.2737, 17.7417], [12.7327, 10.2459, 16.7435], [10.1667, 9.8667, 13.2795], [7.7241, 10.1916, 13.7050], [6.9649, 12.4348, 14.6642], [8.6835, 13.7441, 15.9753], [11.0418, 13.4036, 15.5280], [14.0150, 8.5066, 14.1858], [14.3864, 6.8945, 15.8488], [13.7240, 7.3436, 18.3069], [12.5375, 9.4530, 18.7446], [12.1468, 11.1321, 16.9616], [16.5593, 12.7664, 14.1508], [18.5167, 14.3287, 14.6377], [19.9896, 13.1371, 13.6411], [20.8328, 13.6953, 12.7082], [21.7635, 12.8290, 12.0285], [21.7359, 11.4624, 12.2111], [20.7980, 10.9388, 13.0731], [20.0025, 11.7489, 13.8587], [19.4850, 13.6583, 16.4617], [18.9001, 12.6617, 17.1817], [19.6347, 11.8519, 18.0546], [21.0024, 12.0453, 18.2479], [21.5686, 13.1901, 17.6447], [20.8400, 13.9569, 16.7466], [18.8722, 16.3105, 13.6445], [18.4864, 16.6304, 12.3282], [18.9374, 17.8486, 11.7252], [19.7844, 18.6766, 12.4358], [20.0538, 18.4095, 13.7454], [19.6108, 17.2316, 14.3404], [20.7807, 14.7662, 12.4991], [22.3680, 13.2202, 11.1778], [22.4713, 10.8767, 11.6652], [20.6017, 9.8381, 13.1215], [19.4546, 11.3069, 14.6736], [17.8541, 12.4249, 17.0366], [19.1285, 11.0012, 18.5385], [21.6160, 11.4353, 18.8825], [22.5796, 13.4892, 17.9416], [21.2855, 14.7739, 16.2150], [17.8736, 15.9325, 11.8151], [18.5542, 18.1125, 10.7352], [20.1006, 19.6424, 11.9968], [20.6891, 19.0794, 14.3839], [19.7905, 17.1846, 15.3986], [14.8468, 13.1042, 11.8353], [13.8191, 13.6639, 10.7854], [14.3849, 12.6730, 9.2949], [15.7144, 13.0343, 8.6389], [15.8984, 13.1802, 7.2547], [17.1755, 13.3655, 6.7409], [18.2650, 13.4168, 7.6213], [18.1267, 13.3001, 9.0107], [16.8313, 13.1359, 9.5101], [14.3161, 15.3734, 10.4610], [13.1077, 16.2586, 10.0637], [13.2555, 17.6318, 9.8887], [12.1366, 18.4614, 9.6291], [10.8841, 17.8854, 9.6043], [10.7447, 16.5092, 9.7661], [11.8589, 15.6892, 9.8940], [13.5338, 12.7744, 8.5517], [14.3971, 11.7121, 9.7985], [15.0521, 13.1550, 6.5948], [17.3534, 13.5015, 5.6978], [19.3092, 13.5020, 7.2245], [18.9894, 13.3050, 9.6702], [16.6941, 12.9017, 10.5879], [15.0038, 15.3605, 9.5775], [14.8166, 15.7070, 11.3659], [14.2906, 18.0155, 9.9095], [12.2745, 19.4575, 9.2689], [10.0247, 18.5671, 9.3579], [9.7467, 16.0348, 9.7884], [11.7981, 14.6174, 9.8620], [14.0688, 15.1343, 13.5002], [12.9584, 19.0579, 16.6945], [11.2210, 18.7417, 16.2928], [10.9707, 18.8866, 14.8019], [12.2614, 18.8521, 13.9518], [13.4030, 19.2110, 14.8903], [10.5262, 19.3362, 16.9838], [10.9871, 17.6957, 16.5607], [10.5287, 19.8400, 14.6019], [10.2225, 18.1015, 14.4491], [12.1611, 19.5506, 13.0746], [12.4122, 17.8383, 13.5414], [13.6626, 20.2814, 14.8350], [14.3034, 18.5854, 14.6959]],
  "forces_ev_per_angstrom": [[-0.210, 1.135, 1.576], [0.138, -0.060, -3.310], [-0.181, 0.034, 3.277], [-0.749, -0.330, -3.064], [0.927, 0.691, 3.630], [-0.040, -0.288, -1.837], [-1.010, -1.203, 0.213], [0.192, 0.346, -0.325], [0.434, 0.211, 0.275], [-0.919, 0.782, -0.161], [-0.235, -0.335, -0.002], [-0.483, 0.000, -0.127], [0.987, 0.356, 0.585], [0.998, -0.759, 0.528], [0.266, -0.674, 0.164], [0.056, 0.574, -1.265], [-0.051, -1.609, 1.088], [-0.674, 1.605, 0.209], [-0.762, 0.226, 0.370], [-0.064, -0.381, -0.195], [0.459, 0.451, 0.069], [0.792, -0.678, 0.319], [-0.122, -0.064, -0.468], [-0.194, -0.209, -0.225], [0.124, 0.033, -0.590], [0.041, 0.075, 0.292], [-0.011, 0.968, -1.178], [0.269, 0.069, -0.446], [0.133, 0.033, 0.303], [1.397, 0.282, 0.007], [1.511, -0.572, -0.652], [-0.618, -0.185, -0.217], [1.031, -0.625, -1.006], [-0.696, 1.649, -0.665], [0.371, 0.708, -0.395], [-0.645, -1.863, 0.661], [0.030, 0.480, -0.104], [0.861, 0.569, 0.787], [-1.026, -0.899, 0.204], [0.404, -0.903, 0.235], [-0.831, 1.523, -0.662], [-0.039, -0.275, 0.344], [-0.704, 0.195, -0.623], [-0.706, -0.154, -0.464], [0.795, 0.698, 0.382], [-0.977, -1.852, 0.402], [-0.380, 1.589, -0.947], [1.314, 0.057, 1.457], [0.175, 0.699, 1.028], [0.213, -0.365, -0.161], [-0.241, -0.060, 1.142], [-0.454, -0.222, 0.055], [0.653, 1.038, 0.209], [-0.493, -0.144, -0.052], [-0.133, -0.064, 0.064], [0.239, 0.587, -0.233], [-0.061, -0.276, 0.217], [-0.319, -0.128, -0.482], [0.495, 0.316, 0.002], [-0.496, -0.324, -0.748], [0.378, -0.177, 0.305], [-0.060, -0.801, 0.221], [-0.803, -0.571, -0.869], [0.201, -0.538, 0.347], [-0.657, 0.647, 1.156], [0.613, -0.457, -0.682], [-0.794, 1.283, -1.079], [0.686, 0.144, 1.187], [-0.153, 0.100, 0.779], [0.509, 0.160, 1.374], [1.282, -0.052, -0.244], [-1.124, 0.093, -0.670], [0.067, -0.869, 0.207], [-0.133, 0.489, -1.917], [0.409, -0.212, 0.513], [0.359, 0.465, 0.086], [1.341, -1.522, -0.310], [-1.083, 0.756, -0.270], [-0.936, -0.538, -0.127], [-0.131, 0.606, 0.252], [0.833, -0.398, 0.929], [-0.082, -0.368, -0.296], [-0.290, -0.103, -0.232], [-0.074, -0.071, -0.534], [-1.183, 0.023, 0.202], [-0.117, 0.015, -0.116], [0.094, 0.406, -0.894], [-0.102, -0.140, 0.927], [0.014, 0.045, -0.069], [-0.708, 0.134, 0.006], [0.114, 0.619, 0.290], [0.741, -1.080, 0.442], [0.622, 0.433, -0.327], [-0.618, -0.229, 0.200], [0.068, -0.842, -0.282], [-0.868, -0.261, -1.678], [-0.963, -0.158, 1.012], [-0.928, -0.472, -1.242], [-0.690, -0.671, 0.056], [1.020, 0.155, 0.186], [1.125, -0.514, -0.929], [0.519, 0.138, 0.371], [-0.566, 0.594, 0.117], [0.986, 1.033, 0.546], [0.339, -0.604, 1.017], [0.100, 0.428, 0.175], [0.224, -0.255, -0.027], [-0.364, 0.661, 0.405]],
  "lowdin_spin": [1.40, 0.01, 0.03, 0.03, 0.00, 0.01, 0.03, 0.01, 0.00, 0.00, 0.00, 0.00, 0.00, 0.01, 0.00, 0.00, 0.00, 0.00, 0.00, 0.00, 0.00, 0.00, 0.00, 0.00, 0.00, 0.00, 0.00, 0.00, 0.00, 0.12, 0.06, 0.00, 0.00, 0.00, 0.00, 0.00, 0.00, 0.02, 0.00, 0.00, 0.00, 0.00, 0.00, 0.02, 0.00, 0.00, 0.00, 0.00, 0.00, 0.00, 0.00, 0.00, 0.00, 0.00, 0.00, 0.00, 0.00, 0.00, 0.00, 0.00, 0.00, 0.00, 0.00, 0.00, 0.05, 0.01, 0.00, 0.00, 0.00, 0.00, 0.00, 0.00, 0.00, 0.01, 0.00, 0.00, 0.00, 0.00, 0.00, 0.00, 0.00, 0.00, 0.00, 0.00, 0.00, 0.00, 0.00, 0.00, 0.00, 0.00, 0.00, 0.00, 0.00, 0.00, 0.14, 0.75, 0.09, 0.00, 0.00, 0.07, 0.02, 0.03, 0.00, 0.00, 0.00, 0.00, 0.03, 0.01],
  "fmax_ev_per_a": 3.8,
  "total_charge": 3,
  "de_lowest_ev": 0.367,
  "multiplicity": 4,
  "total_energy_ha": -4028.19500,
  "homo_energy_ev": [-15.12, -15.12],
  "homo_lumo_gap_ev": [6.1765, 4.0336]
}

(2)
{
  "formula": "CHBrClNO2",
  "method": "ωB97M-V/def2-TZVPD",
  "elements": ["C", "N", "O", "O", "Cl", "Br", "H"],
  "coordinates": [[0.1198, -0.6305, -0.7859], [0.9850, 2.7925, -1.2762], [0.7868, 3.2781, -2.3549], [0.8027, 1.6404, -0.8426], [1.1930, -1.1367, -1.9154], [-1.6143, -0.8726, -1.2596], [0.4005, -0.6194, 0.3953]],
  "forces_ev_per_angstrom": [[0.323, 0.188, 3.867], [-0.547, -1.418, -0.887], [0.196, -0.813, 1.589], [0.441, 2.701, -0.493], [1.671, -0.612, -0.871], [-1.398, 0.011, 0.110], [-0.686, -0.059, -3.316]],
  "nbo_charge": [-0.42, 0.50, -0.25, -0.31, 0.09, 0.14, 0.25],
  "fmax_ev_per_a": 3.9,
  "de_lowest_ev": 2.443,
  "total_energy_ha": -3277.93505,
  "homo_energy_ev": [-8.04, -10.67],
  "homo_lumo_gap_ev": [5.9805, 10.3990]
}

(3)
{
  "formula": "C9H70NO27",
  "method": "ωB97M-V/def2-TZVPD",
  "elements": ["C", "C", "C", "C", "C", "C", "N", "O", "C", "C", "C", "H", "H", "H", "H", "H", "H", "H", "H", "H", "H", "H", "H", "H", "H", "H", "H", "H", "H", "O", "H", "H", "O", "H", "H", "O", "H", "H", "O", "H", "H", "O", "H", "H", "O", "H", "H", "O", "H", "H", "O", "H", "H", "O", "H", "H", "O", "H", "H", "O", "H", "H", "O", "H", "H", "O", "H", "H", "O", "H", "H", "O", "H", "H", "O", "H", "H", "O", "H", "H", "O", "H", "H", "O", "H", "H", "O", "H", "H", "O", "H", "H", "O", "H", "H", "O", "H", "H", "O", "H", "H", "O", "H", "H", "O", "H", "H"],
  "coordinates": [[-0.3011, 2.5185, -0.4455], [0.4065, 1.1751, -0.5103], [1.1974, 0.9999, 0.7925], [0.3219, 0.6734, 1.9652], [-0.4828, -0.5708, 1.6385], [-1.3191, -0.3963, 0.3835], [-0.4983, 0.0482, -0.7341], [-1.2104, 0.2213, -1.9154], [-2.5174, 0.5189, 0.7452], [-1.8976, -1.7646, 0.1090], [1.4603, 1.2045, -1.5860], [-1.2397, 2.5764, -0.9890], [0.2360, 3.3157, -0.9752], [-0.5285, 2.9696, 0.5250], [1.7827, 1.8996, 0.9780], [1.8846, 0.1607, 0.6449], [-0.4220, 1.4696, 2.1197], [0.8223, 0.4644, 2.9104], [-1.0458, -0.8842, 2.5253], [0.2373, -1.3903, 1.4808], [-3.2736, 0.5171, -0.0461], [-2.2552, 1.5731, 0.8436], [-2.8980, 0.1709, 1.7086], [-1.0943, -2.4847, 0.2365], [-2.1458, -1.9517, -0.9345], [-2.7565, -1.9883, 0.7418], [1.1284, 1.4902, -2.5778], [1.8956, 0.1993, -1.6319], [2.2826, 1.8328, -1.2401], [-2.5150, -4.9051, 2.5175], [-3.0283, -4.1061, 2.3265], [-3.1623, -5.6188, 2.5289], [1.3398, -3.6698, 0.6682], [1.0995, -4.5675, 0.4044], [0.6778, -3.1083, 0.2276], [5.9522, 0.0817, -2.5024], [6.6264, -0.4354, -2.9603], [5.4929, 0.5829, -3.2112], [-1.6271, 5.1154, -1.6327], [-0.8953, 5.3415, -2.2160], [-2.0543, 4.3476, -2.0633], [1.4522, 5.3961, 0.4683], [1.6098, 5.1048, -0.4375], [1.9831, 6.1967, 0.5653], [5.2579, 2.1945, -4.1557], [5.6750, 2.8258, -3.5542], [4.5111, 2.6740, -4.5576], [-4.9021, 0.4165, 3.7688], [-5.2263, -0.4838, 3.6339], [-4.0584, 0.2932, 4.2483], [1.6306, -1.6205, 4.8483], [1.8844, -2.1008, 4.0469], [1.1754, -2.2839, 5.3834], [-2.5016, -0.4628, 4.9793], [-1.9457, -1.0728, 5.4730], [-1.9223, 0.3024, 4.8058], [2.7065, -2.6187, -2.6933], [3.1407, -3.1352, -2.0035], [1.7338, -2.6411, -2.4734], [3.7925, 0.3567, 4.8674], [3.3718, 1.2117, 5.0103], [3.0748, -0.2335, 4.5710], [0.4420, -4.0173, 3.3527], [0.9310, -3.6519, 2.5794], [-0.4461, -4.1747, 3.0022], [-5.2934, -1.8713, 1.5093], [-5.1376, -0.9221, 1.3798], [-6.0199, -2.0846, 0.9106], [-0.3421, -0.1367, -4.7556], [-0.3562, -0.0357, -3.7717], [-0.7681, 0.6649, -5.0805], [6.2930, 1.9255, -0.2486], [6.9581, 1.2496, -0.0801], [5.7890, 1.5748, -0.9973], [-4.4036, 3.1002, 2.8170], [-4.2722, 2.1341, 2.8466], [-4.8399, 3.2623, 1.9742], [0.8844, 4.0647, 3.2376], [0.5465, 3.4149, 2.6077], [1.2728, 4.7476, 2.6770], [-4.5991, -3.5287, -1.6608], [-4.2816, -3.3695, -0.7587], [-4.6418, -2.6210, -2.0522], [0.0564, 0.8682, 5.3030], [0.8370, 1.4139, 5.4448], [0.4068, -0.0311, 5.1337], [2.6194, -0.3650, -4.8737], [1.6440, -0.4618, -4.8331], [2.9560, -0.9444, -4.1681], [-2.1123, -4.6931, -2.1163], [-2.0715, -5.4975, -1.5891], [-3.0305, -4.3402, -1.9216], [-0.0407, -2.6388, -2.0475], [-0.3472, -1.7244, -1.8208], [-0.8534, -3.1036, -2.3296], [-3.4098, -0.6900, -3.4771], [-2.9261, -0.1091, -2.8502], [-2.6899, -1.1719, -3.9108], [2.7640, 2.6251, -5.5073], [2.1136, 2.7218, -6.2093], [2.6891, 1.6811, -5.2422], [-2.6111, 2.7392, -2.7293], [-2.0955, 2.0558, -2.2271], [-3.4707, 2.7674, -2.2918], [4.7920, -1.7985, -0.6970], [5.1161, -1.1893, -1.3930], [3.8304, -1.7846, -0.7798]],
  "forces_ev_per_angstrom": [[-0.492, 1.572, -0.650], [-0.201, 0.546, 0.857], [0.198, -0.529, 0.152], [-1.091, -0.217, 0.230], [1.159, -0.114, 0.236], [-1.222, 0.545, 0.501], [1.026, -0.867, 0.412], [-0.686, 0.351, -0.700], [0.176, 0.525, -0.324], [0.288, -0.845, -0.850], [0.701, -0.757, -0.169], [0.144, -0.467, 0.393], [0.387, -0.256, 0.167], [0.186, -0.426, 0.190], [0.137, 0.072, -0.107], [0.211, 0.066, 0.034], [0.326, 0.083, 0.308], [0.370, 0.484, -0.129], [-0.432, 0.073, -0.333], [-0.066, 0.136, -0.118], [-0.103, -0.354, 0.117], [0.175, -0.103, 0.210], [-0.379, 0.069, -0.143], [-0.211, -0.379, 0.498], [-0.587, 0.578, -0.044], [0.081, -0.051, 0.138], [-0.148, 0.155, -0.049], [-0.094, -0.019, -0.286], [-0.055, 0.354, -0.254], [-0.185, 0.226, -0.111], [0.126, -0.137, 0.044], [0.109, 0.069, 0.038], [-0.199, 0.079, -0.030], [0.062, 0.161, -0.008], [0.328, -0.145, -0.236], [-0.074, -0.058, -0.499], [-0.107, 0.115, 0.081], [0.144, -0.055, 0.219], [-0.121, 0.202, -0.152], [-0.114, -0.038, 0.044], [0.287, 0.086, 0.008], [0.237, 0.268, 0.036], [-0.092, -0.100, 0.141], [-0.087, -0.129, -0.067], [-0.004, 0.417, 0.105], [-0.074, -0.137, -0.113], [0.059, -0.286, -0.041], [0.271, -0.168, 0.031], [0.118, 0.124, 0.021], [-0.499, -0.239, -0.088], [-0.061, -0.061, -0.044], [-0.317, -0.004, 0.141], [0.143, -0.039, -0.211], [0.258, 0.379, -0.223], [-0.102, 0.037, 0.015], [0.037, -0.266, 0.232], [-0.876, 0.067, 0.261], [-0.034, 0.024, -0.189], [0.777, -0.089, -0.256], [-0.355, -0.137, -0.129], [0.091, -0.069, -0.141], [0.391, 0.348, 0.398], [0.315, 0.436, -0.356], [-0.457, -0.527, 0.277], [0.056, -0.071, 0.113], [-0.094, 0.166, -0.121], [0.117, -0.223, 0.029], [0.060, 0.043, 0.093], [0.199, 0.054, 0.466], [-0.375, -0.006, -0.104], [0.009, -0.076, 0.118], [-0.046, 0.213, -0.094], [-0.176, -0.005, -0.061], [0.264, -0.156, 0.246], [0.147, -0.302, -0.142], [-0.338, 0.425, 0.047], [0.096, -0.019, 0.065], [0.085, -0.067, 0.044], [0.037, 0.119, 0.076], [-0.124, -0.181, -0.122], [-0.081, 0.992, 0.082], [-0.179, 0.175, -0.082], [0.279, -0.845, 0.166], [0.038, -0.677, 0.057], [-0.144, 0.066, -0.076], [0.107, 0.568, -0.005], [-0.337, 0.034, 0.174], [0.370, 0.060, -0.043], [-0.194, 0.098, -0.148], [-1.220, 0.238, 0.403], [0.222, 0.027, -0.071], [1.049, -0.303, -0.627], [-0.527, 0.509, -0.034], [0.441, -0.263, -0.221], [0.619, -0.094, 0.184], [0.028, -0.051, 0.211], [0.150, -0.414, -0.086], [-0.110, 0.230, 0.106], [-0.094, -0.585, 0.201], [0.101, 0.077, 0.028], [0.078, 0.209, -0.048], [-0.075, -0.151, 0.287], [-0.226, -0.307, -0.631], [0.033, -0.156, -0.127], [0.124, 0.095, -0.162], [-0.333, -0.230, 0.358], [0.174, 0.203, -0.034]],
  "mulliken_charge": [-0.74, 2.55, -1.48, -0.54, -0.43, 2.37, 1.13, 0.17, -1.91, -0.76, -2.11, -0.45, -0.06, 0.02, 0.47, 0.30, 0.35, 0.03, 0.16, -0.40, 0.13, 0.28, 0.39, -0.17, -0.08, 0.22, 0.40, 0.05, 0.55, -0.64, 0.31, 0.29, -0.78, 0.31, 0.28, -0.62, 0.27, 0.33, -0.65, 0.29, 0.41, -0.55, 0.30, 0.27, -0.67, 0.32, 0.36, -0.67, 0.29, 0.39, -0.64, 0.31, 0.27, -0.75, 0.28, 0.39, -0.67, 0.28, 0.37, -0.64, 0.30, 0.36, -0.63, 0.39, 0.29, -0.62, 0.30, 0.29, -0.76, 0.32, 0.33, -0.66, 0.30, 0.36, -0.64, 0.31, 0.31, -0.72, 0.34, 0.30, -0.78, 0.35, 0.37, -0.64, 0.30, 0.24, -0.69, 0.34, 0.27, -0.65, 0.27, 0.38, -0.69, 0.31, 0.20, -0.74, 0.33, 0.32, -0.70, 0.30, 0.38, -0.86, 0.14, 0.31, -0.64, 0.46, 0.22],
  "fmax_ev_per_a": 1.8,
  "total_charge": -1,
  "de_lowest_ev": 2.336,
  "total_energy_ha": -2471.22615,
  "homo_energy_ev": -4.35,
  "homo_lumo_gap_ev": 5.9644
}